(1)
25
Properties=species:S:1:pos:R:3 method="wB97M-V/def2-TZVPD" smiles="CON(C)C(=[NH2+])C1(C(F)(F)F)CC1" e_homo_ev=-14.2 gap_ev=11.2 charge=+1 molar_mass_g_mol=197.180 lumo_energy_ev=-3.06
C 0.197 0.992 -2.433
O 0.589 0.297 -1.175
N -0.312 -0.554 -0.607
C -0.852 -1.583 -1.533
C -0.590 -0.251 0.629
N -1.387 -1.014 1.379
C 0.312 1.074 1.314
C -0.382 2.347 1.085
F -0.772 2.907 2.269
F 0.245 3.276 0.355
F -1.516 2.089 0.381
C 1.797 0.746 1.467
C 0.847 0.783 2.650
H -0.126 0.353 -3.152
H 1.169 1.507 -2.410
H -0.689 1.673 -2.096
H -1.019 -2.504 -0.957
H -1.889 -1.229 -1.726
H -0.213 -1.639 -2.294
H -1.153 -1.118 2.354
H -1.863 -1.825 1.023
H 2.440 1.472 1.347
H 2.240 -0.114 1.070
H 0.756 -0.262 3.150
H 0.997 1.568 3.450

***

(2)
7
Properties=species:S:1:pos:R:3 method="wB97M-V/def2-TZVPD" e_homo_ev=-8.9 gap_ev=8.2 molar_mass_g_mol=177.457 lumo_energy_ev=-0.66
O -1.339 -0.702 1.525
O -0.202 -0.060 -1.251
Si 0.519 0.497 0.046
Cl 0.508 2.361 0.665
Br 2.072 -0.964 0.526
H -1.629 -1.112 0.699
H 0.072 -0.019 -2.210

***

(3)
82
Properties=species:S:1:pos:R:3 method="wB97M-V/def2-TZVPD" e_homo_ev="-10.6 / -10.7" gap_ev="7.7 / 6.9" charge=+1 molar_mass_g_mol=783.834 lumo_energy_ev="-2.91 / -3.83" multiplicity=2 s_squared=0.758
Ir 0.944 0.073 -1.072
C 3.465 2.728 0.474
C 3.526 1.985 -0.852
C 4.883 2.111 -1.524
O 3.225 0.585 -0.657
C 2.446 2.549 -1.782
O 2.524 3.677 -2.191
O 1.427 1.762 -2.098
H 4.267 2.384 1.132
H 2.506 2.557 0.965
H 3.589 3.795 0.304
H 5.661 1.733 -0.857
H 5.092 3.154 -1.752
H 4.905 1.535 -2.449
H 3.735 0.229 0.082
C -0.771 -2.834 2.461
C -1.668 -1.727 1.881
C -2.959 -1.679 2.706
C -1.996 -2.157 0.441
P -0.730 -0.104 1.843
N 0.452 -0.091 0.740
C 0.222 0.138 3.448
C 0.720 1.590 3.524
C 1.476 -0.753 3.467
C -0.609 -0.144 4.708
C -1.909 1.342 1.571
C -2.708 1.735 2.822
C -1.140 2.573 1.061
C -2.930 0.969 0.481
H -1.287 -3.783 2.307
H -0.599 -2.731 3.528
H 0.188 -2.898 1.950
H -3.342 -2.699 2.779
H -3.734 -1.078 2.236
H -2.808 -1.318 3.722
H -2.306 -3.203 0.467
H -1.120 -2.106 -0.204
H -2.807 -1.583 0.000
H 1.257 1.882 2.622
H 1.415 1.657 4.363
H -0.077 2.303 3.710
H 2.009 -0.710 2.519
H 1.255 -1.789 3.707
H 2.140 -0.373 4.245
H -1.504 0.470 4.776
H 0.012 0.096 5.575
H -0.898 -1.188 4.803
H -2.093 2.209 3.584
H -3.237 0.898 3.274
H -3.460 2.467 2.518
H -0.573 3.079 1.836
H -1.877 3.283 0.682
H -0.465 2.335 0.238
H -3.703 0.299 0.851
H -2.471 0.526 -0.397
H -3.424 1.888 0.162
C -2.790 -0.933 -4.692
N -1.942 0.237 -4.624
C -1.977 1.250 -5.682
C -0.934 2.282 -5.216
N -0.527 1.754 -3.916
C -1.105 0.593 -3.652
S -0.951 -0.380 -2.228
H -2.627 -1.443 -5.642
H -3.840 -0.647 -4.618
H -2.547 -1.614 -3.882
H -2.979 1.672 -5.766
H -1.717 0.790 -6.636
H -1.363 3.275 -5.099
H -0.082 2.348 -5.891
H 0.241 2.089 -3.328
Br 2.591 -6.429 -1.422
C 2.165 -4.591 -1.320
C 1.752 -3.916 -2.453
C 1.395 -2.577 -2.365
C 1.468 -1.883 -1.156
C 1.920 -2.586 -0.037
C 2.272 -3.923 -0.112
H 1.700 -4.429 -3.404
H 1.096 -2.069 -3.272
H 2.024 -2.072 0.909
H 2.621 -4.446 0.769

***

(4)
17
Properties=species:S:1:pos:R:3 method="wB97M-V/def2-TZVPD" smiles="C#CC(=C=CO)C1CC1" e_homo_ev=-8.9 gap_ev=9.2 molar_mass_g_mol=120.151 lumo_energy_ev=0.37
C -0.385 3.385 -0.017
C -0.371 2.154 -0.131
C -0.057 0.779 -0.006
C -1.136 -0.002 0.009
C -2.228 -0.761 0.337
O -3.227 -1.536 -0.262
C 1.345 0.206 0.137
C 1.506 -1.216 0.600
C 1.814 -0.838 -0.853
H -0.741 4.363 0.159
H -2.516 -0.676 1.322
H -2.832 -1.600 -1.154
H 1.891 1.025 0.623
H 0.700 -1.716 0.949
H 2.320 -1.569 1.096
H 2.755 -0.735 -1.299
H 1.163 -1.262 -1.511

***

Energy above the lowest of the compared OMol25 structures with the same formula, charge and spin (kJ/mol)
488.8; 434.1; 75.3; 504.3